No. 1
Below is the molecule C4H8BrI at a distorted geometry, with properties calculated with ωB97M-V/def2-TZVPD.

As for the SMILES: C[C@@H](Br)[C@@H](C)I. The calculation puts the energy above the lowest of the compared OMol25 structures with the same formula, charge and spin at 0.2711 eV. Its spin multiplicity is 1.

Geometry as XYZ:
```
14
C4H8BrI | OMol25 | ωB97M-V/def2-TZVPD
C -1.59 0.19 -0.49
C -0.19 0.93 -0.33
Br -0.28 2.36 1.09
C 1.04 0.06 -0.07
C 0.86 -1.01 0.94
I 1.64 -1.03 -1.90
H -1.50 -0.63 -1.12
H -2.43 0.73 -0.98
H -2.01 -0.15 0.46
H -0.20 1.59 -1.27
H 1.98 0.81 -0.01
H 1.74 -0.97 1.58
H 0.04 -0.86 1.59
H 0.89 -2.02 0.50
```

No. 2
Below is the ion C3H4ClN2O2 with charge -1 at a distorted geometry, with properties calculated with ωB97M-V/def2-TZVPD.

The calculation puts the energy above the lowest of the compared OMol25 structures with the same formula, charge and spin at 5.1811 eV. Its spin multiplicity is 1. As for the total charge: -1.

Geometry as XYZ:
```
12
C3H4ClN2O2 | OMol25 | ωB97M-V/def2-TZVPD
C 0.68 0.33 -0.18
C 0.42 -0.89 0.13
C -0.43 1.37 -0.52
N -1.61 0.55 -0.26
N 0.99 -1.97 0.65
O -2.41 0.89 0.73
O -1.41 -0.67 -0.54
Cl 2.27 1.26 0.02
H -0.52 2.21 0.06
H -0.28 1.64 -1.53
H 2.01 -2.09 0.60
H 0.28 -2.64 0.85
```

No. 3
Below is a cluster of 2 separate species, C5H14 in total at a distorted geometry, with properties calculated with ωB97M-V/def2-TZVPD.

As for the SMILES: CCC.CC. The calculation puts the energy above the lowest of the compared OMol25 structures with the same formula, charge and spin at 0.5535 eV. Its spin multiplicity is 1.

Geometry as XYZ:
```
19
C5H14 | OMol25 | ωB97M-V/def2-TZVPD
C 0.67 1.02 1.35
C -0.86 1.29 1.51
C -1.73 0.09 1.83
H 1.12 1.85 1.87
H 1.01 0.04 1.67
H 0.91 1.06 0.29
H -1.26 1.80 0.63
H -0.92 2.08 2.27
H -2.78 0.34 1.90
H -1.36 -0.55 2.63
H -1.63 -0.57 0.96
C 0.43 -1.39 -2.78
C 1.38 -0.83 -1.73
H -0.59 -1.60 -2.48
H 0.56 -0.93 -3.75
H 0.75 -2.43 -2.96
H 2.37 -0.71 -2.17
H 1.44 -1.48 -0.85
H 1.07 0.16 -1.39
```

No. 4
Below is a cluster of 4 separate species, C16H44N4O4 in total at a distorted geometry, with properties calculated with ωB97M-V/def2-TZVPD.

As for the SMILES: COC[C@H](C)N.COC[C@H](C)N.COC[C@H](C)N.COC[C@H](C)N. The calculation puts the energy above the lowest of the compared OMol25 structures with the same formula, charge and spin at 2.8677 eV. Its spin multiplicity is 1.

Geometry as XYZ:
```
68
C16H44N4O4 | OMol25 | ωB97M-V/def2-TZVPD
C 2.42 6.48 3.80
O 2.62 5.97 2.52
C 2.10 4.63 2.28
C 2.74 4.04 1.01
C 2.19 4.74 -0.36
N 2.40 2.61 0.88
H 1.39 6.81 3.96
H 3.16 7.25 4.01
H 2.56 5.67 4.52
H 2.40 4.08 3.17
H 1.02 4.49 2.26
H 3.82 4.13 1.05
H 2.06 5.83 -0.35
H 1.16 4.45 -0.59
H 2.74 4.54 -1.27
H 2.80 2.03 1.61
H 2.60 2.41 -0.09
C -0.91 -1.89 -4.88
O -0.24 -2.10 -3.63
C 0.91 -1.15 -3.47
C 1.09 -1.09 -1.85
C 2.21 -0.14 -1.54
N 1.47 -2.41 -1.34
H -1.31 -0.89 -4.74
H -1.74 -2.59 -4.98
H -0.25 -1.82 -5.75
H 1.79 -1.54 -3.97
H 0.73 -0.09 -3.67
H 0.12 -0.72 -1.50
H 2.58 -0.10 -0.51
H 2.03 0.88 -1.87
H 3.12 -0.50 -2.03
H 2.02 -2.89 -2.03
H 0.60 -2.92 -1.31
C -2.36 -3.97 -0.98
O -1.03 -4.44 -0.79
C -0.86 -5.84 -0.97
C 0.23 -6.39 -0.07
C 1.72 -5.80 -0.39
N 0.26 -7.88 -0.21
H -2.69 -3.98 -2.02
H -2.29 -2.90 -0.75
H -3.03 -4.53 -0.33
H -1.82 -6.26 -0.67
H -0.68 -6.08 -2.02
H -0.23 -6.12 0.88
H 2.48 -6.52 -0.09
H 1.94 -4.83 0.06
H 1.84 -5.80 -1.47
H 0.54 -8.15 -1.14
H 1.04 -8.17 0.36
C -5.06 3.55 1.09
O -3.69 3.34 1.26
C -3.17 2.92 2.52
C -1.85 2.32 1.97
C -2.09 1.05 1.16
N -1.03 1.87 3.18
H -5.47 4.26 1.80
H -5.75 2.71 1.20
H -5.13 3.92 0.07
H -3.16 3.70 3.29
H -3.77 2.16 3.01
H -1.24 2.96 1.34
H -2.63 1.11 0.21
H -2.63 0.31 1.76
H -1.22 0.57 0.71
H -1.51 1.16 3.70
H -0.08 1.56 3.01
```

No. 5
Below is a structure of composition C32H31BBrN10O4STi at a distorted geometry, with properties calculated with ωB97M-V/def2-TZVPD.

The calculation puts the energy above the lowest of the compared OMol25 structures with the same formula, charge and spin at 1.9923 eV. Its spin multiplicity is 3. As for the total charge: -1.

Geometry as XYZ:
```
81
C32H31BBrN10O4STi | OMol25 | ωB97M-V/def2-TZVPD
Ti -0.41 -0.44 -0.52
O -3.61 1.51 -2.69
C -3.18 2.78 -2.57
C -3.97 3.82 -3.07
C -3.57 5.13 -2.93
C -2.35 5.43 -2.32
C -1.56 4.41 -1.84
C -1.97 3.09 -1.94
C -1.11 2.02 -1.28
O -1.54 0.71 -1.42
N -1.03 2.36 0.14
N -0.60 1.24 0.91
C -0.34 1.70 2.15
C -0.40 1.07 3.37
Br -0.97 -0.79 3.32
C -0.24 1.58 4.65
C 0.07 2.86 5.17
C 0.46 4.03 4.46
C 0.68 5.22 5.12
C 0.53 5.33 6.49
C 0.18 4.20 7.22
C -0.03 3.00 6.58
H -2.89 0.95 -2.27
H -4.91 3.58 -3.54
H -4.19 5.93 -3.30
H -2.03 6.46 -2.22
H -0.62 4.63 -1.36
H -0.07 2.12 -1.64
H -1.96 2.64 0.48
H -0.25 2.78 2.20
H -0.45 0.85 5.43
H 0.61 3.99 3.40
H 0.96 6.09 4.54
H 0.69 6.28 6.99
H 0.07 4.26 8.29
H -0.31 2.13 7.16
N 6.38 -3.46 -5.07
C 5.16 -3.40 -4.40
C 4.05 -4.08 -4.89
C 2.84 -4.00 -4.23
C 2.72 -3.23 -3.10
C 3.81 -2.54 -2.60
C 5.03 -2.61 -3.26
S 1.28 -3.34 -2.02
O 0.24 -4.15 -2.61
O 1.89 -3.86 -0.82
N 0.76 -1.80 -1.72
C 0.77 -1.08 -2.84
N 0.91 -1.70 -4.02
C 0.74 -0.97 -5.11
C 0.45 0.38 -5.06
C 0.49 0.96 -3.80
N 0.68 0.26 -2.68
H 6.49 -4.25 -5.68
H 7.20 -3.27 -4.50
H 4.15 -4.68 -5.78
H 1.97 -4.54 -4.58
H 3.71 -1.96 -1.69
H 5.89 -2.09 -2.87
H 0.83 -1.52 -6.05
H 0.25 0.96 -5.94
H 0.38 2.04 -3.70
B -0.44 -3.37 1.07
N -1.76 -2.60 0.90
C -2.95 -3.06 1.30
C -3.94 -2.26 0.78
C -3.25 -1.29 0.05
N -1.93 -1.53 0.13
N 0.77 -2.41 1.25
C 1.96 -2.81 1.68
C 2.87 -1.77 1.53
C 2.11 -0.74 0.98
N 0.85 -1.15 0.82
H -0.51 -4.04 2.05
H -0.29 -4.01 0.07
H -3.02 -3.93 1.93
H -5.00 -2.35 0.91
H -3.64 -0.44 -0.49
H 2.11 -3.80 2.06
H 3.91 -1.76 1.78
H 2.40 0.27 0.72
```

No. 6
Below is a cluster of 3 separate species, C4H12O2 in total at a distorted geometry, with properties calculated with ωB97M-V/def2-TZVPD.

As for the SMILES: C/C=C/C.O.O. The calculation puts the energy above the lowest of the compared OMol25 structures with the same formula, charge and spin at 2.1822 eV. Its spin multiplicity is 1.

Geometry as XYZ:
```
18
C4H12O2 | OMol25 | ωB97M-V/def2-TZVPD
C 1.05 -1.92 -0.32
C -0.14 -1.08 -0.01
C -0.04 0.22 0.29
C -1.25 1.07 0.59
H 1.66 -1.17 -0.97
H 1.75 -1.95 0.61
H 1.09 -2.93 -0.78
H -1.06 -1.60 -0.17
H 0.98 0.63 0.50
H -1.32 1.56 1.53
H -2.10 0.20 0.56
H -1.36 1.82 -0.30
O 0.68 0.74 3.29
H -0.29 0.48 3.26
H 1.06 1.22 2.57
O -0.38 0.47 -3.59
H 0.57 0.91 -3.69
H -0.90 1.32 -3.37
```

No. 7
Below is a structure of composition C34H38BBrMnN4O2SSi, with properties calculated with ωB97M-V/def2-TZVPD.

The calculation puts the energy above the lowest of the compared OMol25 structures with the same formula, charge and spin at 2.8341 eV. Its spin multiplicity is 4.

Geometry as XYZ:
```
83
C34H38BBrMnN4O2SSi | OMol25 | ωB97M-V/def2-TZVPD
Mn 1.98 0.13 0.19
Br 1.94 0.25 2.71
C 3.83 0.42 2.97
C 4.33 0.39 4.23
C 5.72 0.56 4.40
C 6.52 0.76 3.32
C 5.99 0.79 2.01
C 6.81 1.01 0.88
C 6.26 1.03 -0.37
C 4.88 0.81 -0.55
C 4.02 0.59 0.50
C 4.60 0.60 1.80
H 3.68 0.24 5.08
H 6.13 0.54 5.40
H 7.59 0.91 3.45
H 7.88 1.16 1.02
H 6.89 1.20 -1.24
H 4.50 0.83 -1.57
C 2.79 -1.16 -3.13
C 2.31 0.24 -2.92
C 2.24 1.16 -3.95
C 1.79 2.46 -3.68
C 1.41 2.84 -2.41
C 1.47 1.87 -1.40
N 1.90 0.61 -1.70
N 1.19 1.94 -0.08
Si 0.25 3.24 0.63
C -0.22 2.84 2.39
C 1.24 4.83 0.62
C -1.32 3.42 -0.37
H 3.48 -1.20 -3.97
H 1.94 -1.81 -3.32
H 3.28 -1.53 -2.23
H 2.54 0.87 -4.94
H 1.75 3.19 -4.48
H 1.09 3.85 -2.19
H 0.63 2.90 3.07
H -0.68 1.86 2.49
H -0.95 3.59 2.70
H 2.25 4.64 1.00
H 0.77 5.56 1.28
H 1.32 5.28 -0.36
H -1.79 2.45 -0.54
H -1.15 3.88 -1.35
H -2.04 4.05 0.16
C -5.86 -0.40 -2.39
C -5.93 -0.69 -0.89
C -6.82 0.38 -0.24
C -6.57 -2.07 -0.70
C -4.55 -0.68 -0.23
C -4.45 -0.86 1.15
C -3.23 -0.87 1.82
C -2.10 -0.68 1.06
O -0.78 -0.62 1.46
B -0.06 -0.39 0.28
O -0.92 -0.31 -0.81
C -2.18 -0.49 -0.30
C -3.38 -0.48 -0.98
H -6.87 -0.40 -2.81
H -5.28 -1.15 -2.92
H -5.42 0.58 -2.59
H -7.79 0.41 -0.74
H -6.36 1.37 -0.32
H -6.99 0.17 0.82
H -7.57 -2.09 -1.14
H -6.66 -2.32 0.36
H -5.97 -2.85 -1.18
H -5.35 -1.01 1.72
H -3.18 -1.01 2.89
H -3.39 -0.33 -2.05
C -0.76 -5.66 1.74
C -0.34 -4.72 0.65
C -1.03 -4.63 -0.55
C -0.55 -3.72 -1.47
N 0.52 -2.96 -1.25
C 1.10 -3.10 -0.06
S 2.50 -2.09 0.33
N 0.72 -3.95 0.90
H -1.46 -6.41 1.38
H -1.24 -5.09 2.54
H 0.12 -6.14 2.17
H -1.90 -5.24 -0.76
H -1.03 -3.59 -2.44
```

No. 8
Below is a structure of composition C45H28F15GeO2PS2Zn, with properties calculated with ωB97M-V/def2-TZVPD.

As for the total energy: -227870.56233 eV. Its spin multiplicity is 1.

Geometry as XYZ:
```
95
C45H28F15GeO2PS2Zn | OMol25 | ωB97M-V/def2-TZVPD
Zn -0.58 0.94 -0.14
C -5.57 2.03 -4.39
C -4.60 1.09 -3.72
C -4.70 0.83 -2.36
C -3.78 0.01 -1.72
C -2.77 -0.57 -2.47
C -2.65 -0.32 -3.83
C -3.57 0.50 -4.45
S -1.55 -1.58 -1.67
C -2.52 -3.07 -1.47
O -1.42 -1.04 -0.25
H -6.49 2.13 -3.82
H -5.82 1.69 -5.40
H -5.13 3.03 -4.48
H -5.49 1.30 -1.78
H -3.83 -0.16 -0.66
H -1.83 -0.76 -4.39
H -3.49 0.70 -5.51
H -3.40 -2.83 -0.87
H -1.90 -3.81 -0.97
H -2.81 -3.42 -2.46
C -1.75 2.37 -0.85
H -1.83 2.31 -1.94
H -1.36 3.36 -0.59
H -2.77 2.31 -0.44
F -1.50 2.84 2.21
C -1.83 2.64 3.49
C -1.41 1.52 4.17
C -1.83 1.41 5.49
F -1.51 0.32 6.21
C -2.61 2.36 6.11
F -3.00 2.21 7.38
C -3.00 3.48 5.40
F -3.76 4.41 5.98
C -2.61 3.62 4.08
F -3.00 4.70 3.39
Ge -0.30 0.09 3.39
S 0.89 0.56 1.67
C -1.48 -1.47 3.12
C -0.96 -2.59 2.50
F 0.34 -2.65 2.17
C -1.71 -3.72 2.22
F -1.15 -4.79 1.64
C -3.05 -3.74 2.56
F -3.79 -4.82 2.29
C -3.61 -2.64 3.17
F -4.91 -2.66 3.51
C -2.83 -1.53 3.45
F -3.45 -0.50 4.04
C 1.01 -0.33 4.82
C 1.78 0.71 5.31
F 1.55 1.97 4.91
C 2.81 0.52 6.21
F 3.53 1.55 6.66
C 3.10 -0.76 6.65
F 4.09 -0.97 7.51
C 2.35 -1.83 6.18
F 2.62 -3.07 6.61
C 1.32 -1.60 5.28
F 0.62 -2.67 4.89
O 0.73 0.34 -1.70
P 2.11 0.14 -2.26
C 2.95 -1.22 -1.45
C 2.28 -1.92 -0.46
C 2.92 -2.95 0.22
C 4.23 -3.28 -0.11
C 4.90 -2.58 -1.10
C 4.27 -1.54 -1.77
C 3.17 1.58 -2.11
C 4.08 1.93 -3.11
C 4.92 3.02 -2.95
C 4.86 3.77 -1.78
C 3.96 3.43 -0.78
C 3.12 2.34 -0.94
C 2.00 -0.20 -4.02
C 2.45 -1.38 -4.61
C 2.28 -1.59 -5.97
C 1.65 -0.63 -6.75
C 1.19 0.55 -6.16
C 1.36 0.76 -4.81
H 1.26 -1.64 -0.19
H 2.40 -3.47 1.01
H 4.73 -4.07 0.43
H 5.93 -2.83 -1.35
H 4.81 -0.98 -2.52
H 4.12 1.35 -4.03
H 5.61 3.29 -3.73
H 5.51 4.62 -1.66
H 3.91 4.01 0.13
H 2.42 2.08 -0.15
H 2.93 -2.14 -4.00
H 2.63 -2.51 -6.43
H 1.52 -0.79 -7.81
H 0.70 1.30 -6.77
H 1.00 1.67 -4.35
```

No. 9
Below is a structure of composition C35H36N7S2Y at a distorted geometry, with properties calculated with ωB97M-V/def2-TZVPD.

As for the total energy: -70011.04140 eV. Its spin multiplicity is 1. As for the total charge: +2.

Geometry as XYZ:
```
81
C35H36N7S2Y | OMol25 | ωB97M-V/def2-TZVPD
Y 10.87 -3.23 20.53
S 7.93 1.46 17.69
C 7.25 2.30 16.35
C 8.08 2.22 15.29
C 9.22 1.45 15.51
C 9.29 0.95 16.78
C 10.33 0.03 17.29
C 10.12 -0.82 18.38
N 11.05 -1.69 18.77
C 12.26 -1.73 18.18
C 12.59 -0.89 17.13
C 13.84 -0.96 16.41
C 14.78 -1.86 16.80
C 14.53 -2.75 17.93
C 15.54 -3.60 18.42
C 15.28 -4.48 19.46
C 13.98 -4.42 19.99
N 13.04 -3.55 19.60
C 13.30 -2.67 18.60
C 16.26 -5.43 19.98
C 16.53 -5.71 21.31
C 17.34 -6.84 21.47
C 17.66 -7.45 20.27
S 17.06 -6.57 18.93
C 11.57 -0.02 16.70
H 6.29 2.78 16.41
H 7.81 2.61 14.31
H 9.96 1.25 14.79
H 9.14 -0.88 18.86
H 13.96 -0.43 15.46
H 15.66 -2.00 16.24
H 16.56 -3.59 18.03
H 13.66 -5.17 20.67
H 16.33 -5.05 22.12
H 17.58 -7.21 22.47
H 18.24 -8.32 20.19
H 11.79 0.73 15.91
C 11.71 -0.53 22.00
N 12.23 -1.89 22.15
C 13.70 -1.80 22.13
C 11.88 -2.46 23.49
C 10.35 -2.54 23.61
C 9.70 -2.01 24.68
C 8.35 -2.09 24.79
C 7.58 -2.67 23.79
C 8.20 -3.18 22.62
C 9.61 -3.13 22.51
H 12.08 0.14 22.79
H 10.62 -0.49 22.06
H 12.05 -0.17 21.00
H 14.04 -1.22 22.97
H 14.08 -1.33 21.21
H 14.12 -2.79 22.09
H 12.24 -1.88 24.30
H 12.33 -3.49 23.56
H 10.30 -1.57 25.49
H 7.79 -1.73 25.69
H 6.49 -2.75 23.85
H 7.54 -3.54 21.80
C 9.22 -4.94 18.26
N 9.89 -5.22 19.60
C 10.98 -6.19 19.34
N 10.48 -7.39 18.73
C 9.85 -7.08 17.42
N 8.70 -6.16 17.66
C 7.77 -6.79 18.57
N 8.34 -7.13 19.84
C 8.82 -5.92 20.47
C 9.51 -8.06 19.60
H 9.97 -4.48 17.57
H 8.34 -4.28 18.45
H 11.45 -6.48 20.28
H 11.74 -5.72 18.70
H 9.49 -7.94 16.90
H 10.59 -6.53 16.81
H 7.33 -7.68 18.07
H 6.97 -6.10 18.69
H 9.24 -6.10 21.46
H 7.98 -5.19 20.54
H 9.09 -8.97 19.13
H 9.89 -8.32 20.62
```